1.
C35H31AsFN2O5RhS | wB97M-V/def2-TZVPD

```
77
Properties=species:S:1:pos:R:3:forces:R:3:lowdin_charge:R:1
C -2.90591 -0.67845 -5.02326 0.005 -0.016 -0.027 -0.0796
O 0.05897 -0.66987 1.55040 -0.214 -0.007 -0.666 -0.1992
C -0.55205 6.22757 2.93527 0.012 0.009 -0.014 0.0560
H -2.30901 -2.31347 -3.76982 -0.039 0.010 -0.003 0.1039
C -2.07806 -4.96263 -1.08818 0.005 0.008 -0.013 -0.0898
H 2.15242 2.85517 -0.87425 0.060 0.055 0.030 0.1107
C 2.67368 1.21418 -2.15616 -0.047 0.048 0.069 -0.6517
H -4.12803 4.08344 6.03939 -0.004 -0.003 -0.008 0.0901
C -3.03227 -3.01671 -0.01898 -0.051 0.010 -0.005 -0.0967
C 1.66733 -2.19809 -4.44039 -0.056 -0.049 0.019 -0.0784
H -0.40226 3.98526 6.36858 -0.007 -0.002 0.019 0.1265
C 2.75457 -2.80613 -5.05274 -0.020 -0.008 -0.003 -0.0716
O 3.48296 0.96827 -3.03066 -0.031 -0.042 -0.147 0.0558
H -0.08646 4.35056 0.13633 -0.002 0.025 -0.002 0.1336
H 4.09831 -4.37504 -2.36740 -0.015 -0.015 -0.005 0.1025
C 3.62268 -3.59230 -4.31019 0.001 0.007 -0.001 -0.0818
C -1.00713 1.23260 2.58571 0.188 -0.221 0.053 -0.0342
C -1.07818 3.93364 3.36136 0.063 0.007 -0.076 -0.0818
C 2.32615 -3.17088 -2.33404 -0.056 -0.012 -0.034 -0.1092
C -3.63612 3.71984 5.13669 0.030 -0.094 -0.041 -0.0178
H -0.44799 7.25677 3.25662 0.016 -0.005 -0.017 0.1359
C -0.24688 5.89295 1.61893 0.019 -0.002 -0.002 -0.2553
H 1.68313 1.68539 1.34301 -0.012 -0.068 0.073 0.0823
H 4.47632 -4.05391 -4.78989 -0.004 0.002 0.004 0.1024
H 3.90427 2.10232 0.88716 0.003 -0.052 0.087 0.1139
C 3.36272 1.44577 0.20158 0.015 0.121 0.030 -0.2179
H -3.74838 -2.57331 0.66126 0.002 -0.044 0.011 0.1052
C 3.40986 -3.77627 -2.94981 -0.007 0.003 0.005 -0.0820
C -2.20415 3.29443 5.45084 -0.052 0.104 0.106 -0.3039
H -0.48509 6.26760 5.63767 -0.029 0.041 0.005 0.1233
C -2.64059 0.62361 -5.42036 -0.013 0.023 -0.011 -0.0870
H -3.75232 -1.21147 -5.43712 0.005 -0.006 0.003 0.1028
H 0.09893 1.21195 -3.51492 0.018 0.043 -0.015 0.0856
C -0.32676 4.61051 1.15806 0.021 -0.057 -0.041 0.0758
C -2.09431 -2.20372 -0.64751 -0.133 0.012 0.240 -0.6428
O 1.51990 0.62812 -2.05588 -0.898 0.262 -0.190 -0.2748
C -0.80077 2.21714 1.58196 -0.275 0.076 0.035 -0.3230
N -1.51063 2.92405 4.20806 0.056 -0.001 0.064 0.0099
F 0.15489 6.87395 0.79153 -0.018 0.007 0.025 0.0722
C -0.73385 3.60681 2.04492 -0.191 0.017 -0.012 -0.0437
H 2.16060 -3.29181 -1.26914 0.041 -0.018 0.015 0.1070
Rh 0.28190 0.15959 -0.33110 -0.399 -1.074 0.128 0.8206
H -2.20050 6.19834 5.29289 -0.003 -0.004 -0.004 0.1231
C -2.09284 -1.30048 -4.08703 0.070 -0.085 0.025 -0.0952
C -1.40617 1.64453 3.82798 -0.094 -0.023 -0.035 0.0474
H -3.74638 -5.01675 0.25356 -0.009 0.021 -0.001 0.1029
H -3.65598 4.50811 4.38321 -0.018 0.023 0.038 0.0870
C 1.44770 -2.39374 -3.08413 0.273 0.161 0.214 -0.3478
C 3.01261 2.20669 -1.06696 -0.001 0.116 0.008 -0.1091
H 3.85805 2.80497 -1.39903 0.003 0.024 0.026 0.1188
C -0.81931 -0.27105 2.41814 -0.124 0.245 0.096 -0.6353
H 4.01350 0.60323 -0.03218 -0.024 -0.028 -0.017 0.1290
H -1.86918 4.63636 7.09497 0.010 0.000 0.007 0.1216
H -1.67014 0.89090 4.56009 -0.087 0.006 -0.024 0.1507
O -1.39386 -0.99284 3.20934 0.119 -0.161 0.035 0.0612
C -1.01039 -0.61720 -3.54622 0.120 0.269 0.007 -0.3624
C -0.96678 5.25965 3.82237 -0.076 0.042 0.130 -0.1293
C -1.55662 1.30481 -4.88461 0.000 -0.071 0.030 -0.0725
H 2.29348 0.16775 1.46119 -0.030 0.048 0.056 0.0939
H 2.93173 -2.64996 -6.10894 -0.004 -0.005 0.006 0.1051
C -3.02101 -4.38766 -0.24707 -0.021 0.061 -0.031 -0.0806
H -2.07977 -6.03052 -1.26234 0.033 -0.005 0.045 0.0994
C -0.74110 0.68986 -3.94433 -0.108 -0.062 -0.112 -0.0885
C -1.27487 5.61788 5.25915 -0.025 -0.078 -0.050 -0.1269
O -0.69597 1.97338 0.35955 0.797 0.644 0.172 -0.1297
C -1.16168 -2.78795 -1.49742 0.165 -0.157 0.105 -0.4102
N 2.13198 0.93892 0.82318 -0.228 -0.432 -0.454 -0.0112
C -1.12970 -4.15558 -1.70537 -0.073 -0.008 -0.148 -0.0920
H -2.23159 2.40237 6.07605 0.096 -0.041 -0.034 0.1472
S -2.10045 -0.45492 -0.39979 0.863 0.451 -0.421 0.7528
H -3.28273 1.10896 -6.14477 0.011 -0.006 -0.002 0.1009
C -1.39594 4.38123 6.14686 0.079 0.031 -0.084 -0.1325
H 0.99531 -1.57073 -5.01138 0.033 0.024 -0.026 0.1034
As 0.04552 -1.46442 -2.16030 0.279 -0.087 0.740 1.2888
H -4.20295 2.87320 4.74905 -0.017 0.020 -0.001 0.0894
H -0.37775 -4.58490 -2.35735 0.000 -0.020 0.006 0.1032
H -1.34690 2.32090 -5.19372 0.004 -0.003 0.008 0.1035
```
Forces are in eV/Å.

Properties
Gap between HOMO and LUMO in eV: 6.810
Maximum force in eV/Å: 1.15
Energy above the lowest of the compared OMol25 structures with the same formula, charge and spin in kcal/mol: 47.9


2.
C35H31CdN12O5S3 | wB97M-V/def2-TZVPD

```
87
Properties=species:S:1:pos:R:3:forces:R:3:lowdin_charge:R:1
H -0.82908 3.40708 -3.84218 -0.007 -0.001 0.000 0.1309
H 1.91740 0.18004 -5.93011 0.007 0.006 0.010 0.1126
N 1.30713 0.99489 -4.18065 0.069 0.067 0.022 0.0714
N 2.53536 -1.27122 0.00250 0.042 0.056 0.060 0.0648
C 2.86050 -4.50897 1.67279 0.066 0.006 -0.038 -0.1339
H 2.50643 0.34080 -1.25222 0.007 0.006 -0.006 0.0514
H 0.92779 4.14229 0.65260 0.028 0.072 0.070 0.0300
C -0.94983 -1.84698 -1.46852 0.071 0.009 0.011 -0.4021
H 4.34765 -6.03259 1.21694 0.013 -0.004 -0.006 0.1278
C 4.41908 2.41761 0.96996 0.023 0.070 -0.030 -0.2347
C 2.15350 -5.22296 2.65735 -0.021 -0.001 0.014 -0.0059
N 4.00370 3.56735 0.45248 0.012 -0.043 0.019 0.1084
H -5.58277 2.33009 5.88274 0.000 0.002 -0.001 0.0921
C 0.49438 1.76662 -6.32175 0.011 -0.014 0.050 -0.0608
S -0.13972 3.69516 3.08426 -0.010 -0.053 0.014 0.8087
H -4.36131 0.25637 -1.75599 -0.004 -0.003 0.006 0.0818
C 3.07614 -2.46142 0.30743 -0.006 0.001 0.000 -0.1315
H 2.46069 -6.23049 2.91132 0.005 0.000 -0.002 0.1171
C 2.43163 -3.21359 1.37171 0.020 0.034 0.040 -0.1405
C -3.90652 3.67162 5.79837 -0.001 -0.002 0.007 -0.0999
C -1.74789 4.49079 2.78994 -0.060 0.046 -0.001 -0.4460
O 5.93622 -6.16502 -0.42240 -0.091 -0.052 -0.123 0.0646
C -2.32464 0.68609 -0.12975 -0.035 0.013 0.019 -0.3226
H -2.19028 4.90263 5.42943 -0.004 0.003 -0.002 0.1084
S 0.39871 2.04422 -1.89765 0.030 0.113 0.073 0.7476
O -1.38333 -2.36231 -2.63049 0.001 0.051 -0.021 -0.0185
C -4.54492 -1.82109 -1.73189 0.032 0.023 0.033 -0.1423
H -3.67364 2.73108 2.07103 0.003 -0.008 -0.038 0.0896
C -4.73855 2.44372 3.91284 0.018 -0.002 0.000 -0.0784
N 2.31383 2.28360 1.06804 0.238 -0.239 -0.068 0.0448
C -2.73353 -0.57641 -0.59557 0.003 0.038 -0.047 -0.1138
C -2.83749 3.90781 3.64578 0.009 -0.004 0.000 -0.2936
C 4.16954 -3.00824 -0.39267 -0.086 -0.008 0.047 -0.0624
H -1.99134 4.40105 1.73286 0.008 -0.009 0.001 0.0595
N 3.40953 1.62793 1.36406 0.036 0.036 -0.054 0.0237
H -3.17972 1.98363 -1.61340 -0.006 -0.003 0.001 0.0636
N 5.79575 -4.96802 -0.58048 0.102 0.072 0.323 -0.3405
C -2.90937 -3.08668 -0.47461 0.003 -0.047 -0.031 -0.0370
H 1.63238 4.27364 -0.83043 -0.109 -0.022 0.026 0.0310
H 0.22573 -1.43706 -3.56677 0.019 -0.006 0.009 0.0605
C 4.60690 -4.32319 0.02046 0.103 -0.103 -0.134 -0.0713
H -0.12991 -2.81907 3.33086 0.000 -0.007 0.003 0.1157
H 5.45881 2.15837 1.06812 0.000 0.003 -0.002 0.0898
H -0.92945 3.38120 -6.18914 0.004 0.000 -0.011 0.1276
C -4.06699 -3.04997 -1.13973 0.003 -0.012 0.012 -0.1366
N -0.24309 2.75419 -4.34231 -0.077 -0.011 -0.001 0.0511
H -2.57393 -3.98136 0.03885 0.014 0.007 -0.003 0.0968
H -2.68146 2.80878 -0.13228 0.018 -0.006 0.007 0.0391
H -4.16975 1.84206 -0.16598 0.007 0.006 0.022 0.0744
Cd 0.38850 -0.64740 1.05448 -0.610 0.037 0.212 1.2708
H -3.95715 3.92774 6.84986 0.004 0.003 -0.002 0.0934
H 4.43741 -0.46157 -2.61305 -0.004 0.000 -0.002 0.1076
S 0.27401 0.75896 3.21289 0.162 0.076 -0.084 0.3536
N -1.08298 2.10061 1.23230 -0.030 -0.023 0.036 -0.1267
C -3.75505 3.01010 3.11249 0.025 -0.023 0.011 -0.0312
N 1.40376 -2.64058 2.00610 -0.066 -0.051 0.021 0.0629
N 2.70184 3.41057 0.53609 -0.202 0.186 0.077 -0.2904
C -3.91011 -0.66483 -1.40659 -0.032 0.006 -0.026 -0.1011
C 1.07577 -4.63569 3.26386 -0.002 0.003 -0.007 -0.0281
H -5.42808 1.72732 3.48412 -0.006 0.005 0.003 0.1016
C -0.62106 -2.07996 -3.79753 -0.034 0.005 -0.039 -0.0499
H -4.68553 -3.94187 -1.19099 0.002 0.003 -0.006 0.0840
O 0.14022 -1.30513 -1.37599 0.046 -0.062 -0.064 -0.0306
C 0.72712 -3.32398 2.89937 0.008 -0.022 -0.018 -0.0962
H 0.49061 -5.15928 4.00647 0.003 -0.004 0.000 0.1067
C 3.98334 -5.04480 0.97517 -0.062 0.057 0.035 0.0640
C 0.51732 1.91924 -3.52790 0.048 -0.111 -0.074 -0.8209
C -4.82007 2.77595 5.25617 -0.015 -0.011 -0.002 -0.1083
C 4.08629 -1.05126 -1.77755 0.009 0.005 -0.008 -0.0222
H 5.49881 -2.61669 -2.05435 0.008 -0.008 0.007 0.1003
N -1.26114 0.85920 0.65139 0.102 -0.030 -0.068 -0.1263
C -3.14112 1.90780 -0.52456 -0.031 -0.002 -0.003 -0.0713
C -0.43474 2.08537 2.34033 0.022 -0.019 -0.013 -1.2120
C -0.27376 2.68351 -5.68711 -0.011 -0.009 0.036 -0.0840
C -1.96279 -1.90883 -0.31552 -0.067 -0.025 0.204 -0.5056
O -1.30039 -2.04272 0.88403 0.124 0.027 -0.215 -0.3135
C -2.92039 4.22583 4.99917 -0.014 0.029 0.005 -0.0617
C 1.28129 0.93678 -5.47685 -0.017 -0.011 -0.087 -0.1356
H -1.59841 5.54635 3.02633 0.034 -0.008 0.000 0.0704
H -0.27289 -3.02247 -4.22298 0.011 0.006 0.010 0.0866
C 3.01079 -0.58823 -1.01193 -0.008 -0.014 0.003 -0.1348
H -1.28652 -1.58934 -4.51050 0.011 -0.006 -0.003 0.0890
N 1.79216 4.39760 0.16702 0.106 -0.134 -0.100 0.1114
H -5.45391 -1.80863 -2.32019 0.002 0.006 -0.004 0.0674
C 4.67163 -2.25065 -1.47039 0.003 -0.003 -0.021 0.0042
O 6.61051 -4.26363 -1.14454 -0.029 0.043 -0.097 0.0686
H 0.50443 1.67056 -7.39487 -0.002 -0.004 -0.003 0.0957
```
Forces are in eV/Å.

Properties
Gap between HOMO and LUMO in eV: 3.386
Charge: -1
Maximum force in eV/Å: 0.65
Energy above the lowest of the compared OMol25 structures with the same formula, charge and spin in kcal/mol: 45.5


3.
C35H31F4N2OOsS3Si | wB97M-V/def2-TZVPD

```
78
Properties=species:S:1:pos:R:3:forces:R:3:lowdin_charge:R:1
C 2.33466 -0.41724 -1.58953 -0.298 0.154 0.243 -0.5445
H -2.49889 -0.83651 -3.13815 0.013 -0.074 0.049 0.1216
C 3.75621 0.09082 2.64970 0.051 -0.018 0.024 -0.1617
C -2.00387 -1.79882 -0.42584 -0.086 -0.174 0.125 -0.1623
C -1.37918 2.93296 0.97162 0.128 -0.046 0.052 -0.3512
H 0.27745 1.97004 5.68015 0.003 0.000 0.002 0.1084
F -3.09177 -2.77434 2.87460 0.004 0.006 -0.015 0.1207
C -2.46187 -1.72932 0.87909 -0.048 0.002 -0.030 -0.1504
H 0.12777 3.24950 -2.54154 0.005 0.005 0.005 0.0994
H -1.30415 1.76740 -4.70716 -0.010 -0.009 -0.014 0.1055
C 0.08164 0.75397 2.51110 -0.030 0.101 -0.106 -0.2928
C -2.69967 -0.26700 -2.22697 -0.271 0.234 0.042 -0.1554
H 0.98237 1.97801 0.02225 0.018 -0.398 -0.493 0.0255
H -3.68996 6.02429 1.37438 -0.003 -0.001 -0.001 0.1099
S 3.53994 0.81679 -1.60931 0.065 -0.042 0.023 1.1151
H 0.34660 1.46813 -4.11967 -0.090 0.029 -0.011 0.0652
H 0.41439 -1.30128 1.97991 -0.047 0.012 -0.016 0.0844
C -1.96075 -4.19724 -0.23138 0.018 -0.010 0.045 -0.2118
C -2.65321 -2.88207 1.62151 -0.013 0.008 0.022 -0.1972
H 3.99362 0.94294 3.26932 0.009 0.000 0.005 0.1118
H 0.78142 -0.40549 6.14216 -0.004 0.001 0.002 0.1099
H 0.82466 -2.04200 4.28651 -0.001 0.001 -0.002 0.1116
H 2.13938 0.25872 -4.87910 0.023 -0.016 0.007 0.1198
Si -0.23432 1.46298 0.82445 -0.462 0.000 0.283 0.6813
H 3.98484 -5.59814 -2.26764 -0.002 -0.006 0.007 0.0713
H 0.83556 -3.88335 0.18289 -0.021 -0.001 -0.003 0.1140
H -3.71429 -0.50854 -1.90631 0.010 0.002 0.035 0.1421
O 0.69576 -1.28998 -0.14690 0.212 -0.727 0.434 -0.3418
H -4.59034 3.75000 1.73084 -0.001 -0.002 0.000 0.1101
H -0.82911 0.14121 -4.17649 0.053 -0.005 0.022 0.0922
H 0.15652 4.37563 0.52033 -0.003 0.014 0.001 0.1035
C 3.06470 0.17606 1.41592 0.038 0.012 -0.114 -0.1866
C -0.69877 1.20707 -3.98963 -0.068 -0.025 0.059 -0.0747
H 3.92631 1.83057 -3.78029 -0.006 0.002 -0.013 0.0837
C -3.04514 5.16277 1.26157 0.000 -0.018 0.005 -0.0660
C 2.87389 -1.03850 0.81676 0.197 -0.034 0.045 -0.4717
F -2.73624 -0.53642 1.42001 0.057 0.022 -0.001 0.0993
C 2.36738 -2.81090 -0.86474 0.107 0.050 0.045 -0.5235
C 0.58460 -0.08093 5.12850 0.003 -0.009 0.000 -0.0618
F -1.69050 -5.38092 -0.78189 -0.007 0.015 -0.003 0.1168
H -1.30767 6.33058 0.79154 0.006 -0.004 -0.001 0.1098
N -1.11295 1.55231 -2.60989 -0.055 0.178 0.005 -0.3847
S 3.55073 -2.29430 1.78103 -0.068 0.024 -0.072 1.0996
C 4.07827 -1.19291 2.96750 0.004 0.048 0.028 -0.3898
C -3.55139 3.88467 1.45971 0.000 0.030 0.001 -0.0655
C 1.81544 -0.59714 -2.86476 -0.311 0.111 0.110 -0.1862
H -0.19782 2.70679 3.39067 0.002 -0.009 0.010 0.1002
C 0.04339 1.66521 3.57239 -0.043 0.025 0.006 -0.0876
C -1.76010 -3.05114 -0.97479 0.108 0.062 -0.048 -0.1623
H -3.12789 1.79148 1.50878 0.002 0.023 0.001 0.0945
C 2.39256 0.26403 -3.82916 0.155 0.030 -0.081 -0.1823
H -2.91975 1.76640 -1.57580 -0.001 -0.031 0.028 0.1218
H 2.70530 1.11313 1.01547 0.040 -0.032 0.000 0.0615
H 4.60645 -1.54753 3.83790 0.004 0.007 0.002 0.0734
C 3.33699 1.07757 -3.28017 -0.043 -0.024 -0.018 -0.3562
C -2.72276 2.78031 1.32682 0.001 -0.075 -0.028 -0.0952
H 1.87969 -6.11217 -0.78834 0.003 0.000 -0.001 0.1092
C 0.36579 -0.58636 2.78794 -0.059 -0.106 0.063 -0.1063
S 3.71661 -3.21403 -1.85066 -0.017 0.025 -0.022 1.0703
C 2.27096 -5.12363 -0.97824 0.001 -0.029 -0.021 -0.1581
H 1.13956 -1.41395 -3.09535 0.041 -0.044 -0.003 0.1329
C -1.70820 5.33507 0.93161 -0.012 0.001 -0.003 -0.0701
Os -0.08845 0.25019 -1.13870 -0.453 0.501 -0.312 1.2803
C 0.60808 -1.00023 4.08726 -0.030 0.037 -0.013 -0.0632
C -2.40646 -4.12458 1.07517 0.004 0.003 -0.028 0.1073
H -2.56263 -5.02303 1.65557 0.001 0.001 0.000 0.1498
H -1.47446 3.53810 -3.25777 0.002 0.017 -0.004 0.1058
C -0.88560 4.22751 0.78516 0.039 0.009 0.001 -0.1314
C 3.36536 -4.88517 -1.74847 0.011 -0.013 0.024 -0.3888
F -1.28052 -3.13311 -2.22137 -0.033 0.035 0.027 0.1159
C 0.30367 1.25197 4.87118 0.016 0.017 0.008 -0.0676
C 2.06820 -1.38717 -0.42240 -0.060 -0.106 0.060 -0.5845
C -2.55545 1.22600 -2.45005 0.092 -0.086 0.026 -0.1701
H -1.30726 3.33590 -1.50005 -0.001 -0.003 0.011 0.0580
H -3.11499 1.55296 -3.33024 -0.035 0.026 0.006 0.1373
N -1.73608 -0.63088 -1.18046 1.182 0.285 -0.427 -0.1570
C 1.69849 -3.92753 -0.46518 -0.029 0.062 -0.030 -0.1245
C -0.93277 3.01377 -2.46484 -0.002 -0.052 -0.063 -0.0658
```
Forces are in eV/Å.

Properties
Gap between HOMO and LUMO in eV: 6.734
Charge: +1
Maximum force in eV/Å: 1.29
Energy above the lowest of the compared OMol25 structures with the same formula, charge and spin in kcal/mol: 6.2